1.
{
  "formula": "C60H49F9MnN3O3P2S2",
  "method": "the ωB97M-V functional and the def2-TZVPD basis",
  "total_charge": 1,
  "orbital_gap_ev": [8.05, 8.07],
  "spin_multiplicity": 6,
  "elements": ["Mn", "O", "S", "C", "C", "C", "C", "C", "C", "C", "C", "C", "C", "P", "C", "C", "C", "C", "C", "C", "C", "C", "C", "C", "C", "C", "C", "C", "C", "C", "C", "C", "C", "C", "C", "C", "C", "C", "P", "C", "C", "C", "C", "C", "C", "C", "C", "C", "C", "C", "C", "C", "C", "H", "H", "H", "H", "H", "H", "H", "H", "H", "H", "H", "H", "H", "H", "H", "H", "H", "H", "H", "H", "H", "H", "H", "H", "H", "H", "H", "H", "H", "H", "H", "H", "H", "H", "H", "H", "O", "C", "C", "C", "C", "C", "C", "N", "H", "H", "H", "H", "H", "H", "H", "C", "N", "C", "N", "S", "H", "H", "H", "H", "H", "H", "F", "C", "F", "F", "C", "O", "C", "F", "F", "F", "C", "F", "F", "F"],
  "positions_angstrom": [[0.967, 1.080, 0.101], [-2.206, 1.793, 0.865], [-1.994, 0.606, -0.044], [-3.050, -0.618, 0.741], [-4.143, -1.162, 0.119], [-5.096, -1.935, 0.813], [-4.931, -2.112, 2.155], [-5.804, -2.779, 3.187], [-5.019, -2.650, 4.518], [-3.776, -1.881, 4.158], [-2.724, -1.449, 4.914], [-1.654, -0.817, 4.259], [-1.611, -0.549, 2.901], [0.050, 0.052, 2.327], [1.141, -1.339, 2.828], [0.706, -2.578, 3.290], [1.626, -3.555, 3.643], [2.988, -3.311, 3.540], [3.432, -2.095, 3.041], [2.511, -1.127, 2.673], [0.325, 1.278, 3.681], [-0.521, 2.388, 3.687], [-0.396, 3.360, 4.665], [0.575, 3.236, 5.651], [1.407, 2.129, 5.659], [1.290, 1.156, 4.675], [-2.757, -0.887, 2.112], [-3.773, -1.599, 2.780], [-2.954, 0.974, -1.502], [-4.124, 1.661, -1.286], [-5.083, 1.848, -2.294], [-4.855, 1.258, -3.506], [-5.722, 1.156, -4.734], [-4.883, 0.338, -5.748], [-3.601, 0.025, -5.024], [-2.493, -0.681, -5.390], [-1.398, -0.712, -4.507], [-1.382, -0.132, -3.250], [0.282, 0.072, -2.438], [0.975, 1.372, -3.552], [1.118, 1.238, -4.933], [1.647, 2.269, -5.689], [2.043, 3.455, -5.083], [1.913, 3.600, -3.713], [1.386, 2.563, -2.958], [1.130, -1.424, -3.094], [0.491, -2.665, -3.131], [1.155, -3.784, -3.608], [2.472, -3.686, -4.039], [3.114, -2.459, -4.003], [2.445, -1.335, -3.540], [-2.597, 0.469, -2.784], [-3.638, 0.583, -3.733], [-4.303, -0.976, -0.935], [-5.952, -2.332, 0.283], [-5.997, -3.820, 2.926], [-6.772, -2.279, 3.246], [-4.758, -3.625, 4.932], [-5.597, -2.122, 5.278], [-2.686, -1.603, 5.985], [-0.795, -0.552, 4.862], [-0.352, -2.792, 3.364], [1.276, -4.508, 4.020], [3.700, -4.066, 3.847], [4.491, -1.894, 2.946], [2.855, -0.190, 2.253], [-1.293, 2.471, 2.932], [-1.063, 4.213, 4.669], [0.672, 3.995, 6.418], [2.143, 2.011, 6.445], [1.946, 0.295, 4.697], [-4.311, 2.034, -0.285], [-5.986, 2.405, -2.081], [-5.971, 2.144, -5.122], [-6.662, 0.657, -4.497], [-4.688, 0.905, -6.659], [-5.394, -0.578, -6.051], [-2.415, -1.175, -6.350], [-0.511, -1.223, -4.852], [0.833, 0.322, -5.432], [1.751, 2.150, -6.760], [2.462, 4.253, -5.681], [2.227, 4.516, -3.229], [1.314, 2.674, -1.885], [-0.535, -2.749, -2.804], [0.636, -4.734, -3.655], [2.986, -4.559, -4.419], [4.140, -2.371, -4.336], [2.951, -0.381, -3.531], [-0.392, 3.058, -0.420], [0.031, 4.340, -0.013], [1.051, 4.270, 1.093], [1.412, 5.409, 1.798], [2.398, 5.315, 2.762], [2.977, 4.078, 2.999], [2.540, 2.994, 2.266], [1.599, 3.081, 1.324], [-1.154, 2.777, 0.142], [-0.820, 4.950, 0.298], [0.487, 4.822, -0.882], [0.932, 6.355, 1.581], [2.712, 6.190, 3.315], [3.758, 3.954, 3.737], [2.961, 2.014, 2.437], [0.333, -6.040, 0.207], [-0.201, -4.691, 0.200], [0.529, -3.575, 0.141], [1.856, -3.669, 0.149], [-0.257, -2.074, 0.078], [-0.494, -6.743, 0.184], [0.924, -6.228, 1.107], [0.957, -6.217, -0.673], [-1.195, -4.548, 0.229], [2.329, -4.554, 0.072], [2.393, -2.824, 0.036], [4.024, 2.859, -1.296], [4.621, 1.665, -1.436], [5.926, 1.881, -1.642], [4.127, 1.107, -2.555], [4.308, 0.776, -0.181], [3.024, 0.866, 0.153], [4.710, -0.731, -0.473], [5.472, -0.897, -1.562], [3.589, -1.458, -0.656], [5.357, -1.307, 0.554], [5.247, 1.289, 0.970], [6.533, 0.973, 0.764], [4.880, 0.760, 2.154], [5.167, 2.621, 1.100]]
}

---

2.
{
  "formula": "C60H50HgN9O4S8",
  "method": "the ωB97M-V functional and the def2-TZVPD basis",
  "total_charge": -2,
  "orbital_gap_ev": [4.23, 5.04],
  "spin_multiplicity": 2,
  "de_lowest_kcal_mol": 9.0,
  "elements": ["Hg", "C", "C", "N", "C", "C", "C", "C", "C", "C", "C", "C", "C", "N", "C", "H", "H", "H", "H", "H", "H", "H", "H", "N", "S", "N", "S", "N", "S", "N", "C", "C", "C", "C", "C", "C", "C", "C", "C", "C", "C", "C", "C", "C", "C", "C", "C", "C", "C", "C", "C", "C", "C", "C", "C", "C", "C", "C", "C", "C", "C", "C", "C", "C", "C", "C", "H", "H", "H", "H", "H", "H", "H", "H", "H", "H", "H", "H", "H", "H", "H", "H", "H", "H", "H", "H", "H", "H", "H", "H", "H", "H", "H", "H", "H", "H", "O", "C", "S", "C", "C", "S", "S", "S", "N", "C", "C", "C", "C", "C", "C", "S", "O", "O", "O", "H", "H", "H", "H", "H", "H", "C", "N", "C", "C", "N", "H", "H", "H", "H", "H", "H"],
  "positions_angstrom": [[-0.070, -1.615, -0.823], [4.083, -0.702, -3.936], [2.928, -1.055, -3.223], [2.122, -0.184, -2.660], [2.418, 1.126, -2.779], [3.601, 1.579, -3.409], [4.431, 0.618, -4.011], [3.918, 2.971, -3.442], [3.084, 3.884, -2.903], [1.827, 3.486, -2.356], [0.877, 4.423, -1.917], [-0.361, 3.989, -1.523], [-0.631, 2.614, -1.570], [0.253, 1.712, -1.921], [1.472, 2.119, -2.306], [4.683, -1.465, -4.414], [2.631, -2.094, -3.130], [5.322, 0.938, -4.538], [4.839, 3.276, -3.924], [3.328, 4.940, -2.924], [1.125, 5.479, -1.928], [-1.129, 4.682, -1.204], [-1.613, 2.240, -1.312], [1.299, -0.697, 0.525], [1.374, -0.353, 1.933], [0.084, -0.399, 2.975], [-0.975, 0.742, 3.151], [-1.792, 1.235, 1.914], [-2.493, 0.192, 0.796], [-1.740, -0.268, -0.356], [-3.833, 1.278, 0.260], [-4.508, 0.862, -0.878], [-5.507, 1.662, -1.405], [-5.808, 2.878, -0.804], [-5.111, 3.297, 0.321], [-4.117, 2.493, 0.862], [-3.396, -1.078, 1.726], [-4.755, -0.931, 1.966], [-5.453, -1.960, 2.578], [-4.796, -3.127, 2.936], [-3.436, -3.260, 2.702], [-2.731, -2.235, 2.096], [-0.327, 2.181, 3.873], [-0.738, 3.463, 3.443], [-0.321, 4.575, 4.137], [0.493, 4.453, 5.270], [0.876, 3.179, 5.707], [0.472, 2.052, 5.032], [-2.025, 0.159, 4.436], [-3.202, 0.875, 4.681], [-4.020, 0.505, 5.726], [-3.678, -0.569, 6.547], [-2.494, -1.259, 6.315], [-1.660, -0.898, 5.273], [2.151, 1.262, 2.112], [3.180, 1.510, 3.011], [3.803, 2.750, 2.993], [3.394, 3.725, 2.100], [2.360, 3.464, 1.204], [1.755, 2.223, 1.195], [2.487, -1.406, 2.886], [2.317, -1.659, 4.238], [3.236, -2.461, 4.898], [4.307, -3.007, 4.203], [4.452, -2.769, 2.842], [3.539, -1.963, 2.182], [-4.221, -0.076, -1.338], [-6.040, 1.344, -2.290], [-6.585, 3.507, -1.220], [-5.340, 4.253, 0.775], [-3.551, 2.798, 1.732], [-5.266, -0.026, 1.667], [-6.515, -1.853, 2.762], [-5.348, -3.939, 3.393], [-2.920, -4.173, 2.966], [-1.671, -2.330, 1.921], [-1.349, 3.534, 2.553], [-0.617, 5.560, 3.795], [0.822, 5.334, 5.806], [1.502, 3.081, 6.586], [0.762, 1.063, 5.369], [-3.454, 1.704, 4.031], [-4.939, 1.048, 5.906], [-4.332, -0.867, 7.355], [-2.230, -2.101, 6.942], [-0.752, -1.443, 5.055], [3.494, 0.746, 3.709], [4.610, 2.954, 3.685], [3.881, 4.693, 2.098], [2.034, 4.227, 0.510], [0.964, 1.973, 0.498], [1.460, -1.238, 4.746], [3.115, -2.661, 5.955], [5.024, -3.630, 4.723], [5.273, -3.215, 2.297], [3.609, -1.757, 1.121], [-2.123, -7.552, -3.864], [-1.807, -6.513, -3.325], [-2.282, -6.059, -1.690], [-1.477, -4.489, -1.619], [-0.802, -4.121, -2.731], [0.067, -2.646, -3.037], [-0.806, -5.271, -4.067], [-1.626, -3.611, -0.140], [-2.325, -0.127, -3.844], [-1.686, 0.045, -5.083], [-2.340, -0.273, -6.275], [-1.739, -0.014, -7.499], [-0.475, 0.548, -7.553], [0.179, 0.878, -6.378], [-0.424, 0.635, -5.153], [0.240, 1.005, -9.138], [-0.176, 2.399, -9.314], [1.685, 0.850, -8.974], [-0.351, 0.095, -10.115], [-2.813, -1.007, -3.760], [-1.704, -0.002, -3.053], [-3.331, -0.714, -6.229], [-2.243, -0.237, -8.430], [1.163, 1.326, -6.439], [0.072, 0.885, -4.225], [4.805, -3.349, -1.542], [3.775, -4.340, -1.297], [3.901, -5.627, -1.947], [2.676, -4.011, -0.637], [1.734, -3.725, -0.030], [5.733, -3.630, -1.031], [4.472, -2.379, -1.180], [5.008, -3.264, -2.613], [4.811, -6.132, -1.604], [3.951, -5.513, -3.034], [3.040, -6.245, -1.709]]
}

---

Number 1: molecular weight 1212.07 g mol⁻¹. Number 2: molecular weight 1418.24 g mol⁻¹.